(1)
{
  "formula": "C25H44AlCl39F",
  "method": "ωB97M-V/def2-TZVPD",
  "species": ["F", "Al", "Cl", "C", "C", "C", "C", "C", "C", "H", "H", "H", "H", "H", "H", "C", "Cl", "Cl", "H", "H", "C", "Cl", "Cl", "H", "H", "C", "Cl", "Cl", "H", "H", "C", "Cl", "Cl", "H", "H", "C", "Cl", "Cl", "H", "H", "C", "Cl", "Cl", "H", "H", "C", "Cl", "Cl", "H", "H", "C", "Cl", "Cl", "H", "H", "C", "Cl", "Cl", "H", "H", "C", "Cl", "Cl", "H", "H", "C", "Cl", "Cl", "H", "H", "C", "Cl", "Cl", "H", "H", "C", "Cl", "Cl", "H", "H", "C", "Cl", "Cl", "H", "H", "C", "Cl", "Cl", "H", "H", "C", "Cl", "Cl", "H", "H", "C", "Cl", "Cl", "H", "H", "C", "Cl", "Cl", "H", "H", "C", "Cl", "Cl", "H", "H"],
  "coordinates": [[1.518, 0.810, 3.767], [0.660, -0.465, 2.910], [-0.503, -1.739, 4.361], [1.922, -1.753, 1.988], [3.269, -1.622, 2.049], [4.051, -2.538, 1.377], [3.500, -3.582, 0.697], [2.096, -3.744, 0.638], [1.344, -2.796, 1.288], [-0.345, 0.223, 1.883], [3.743, -0.816, 2.602], [5.133, -2.418, 1.388], [4.135, -4.295, 0.207], [1.600, -4.550, 0.116], [0.258, -2.877, 1.280], [-4.326, -1.376, 2.486], [-5.201, -2.917, 2.675], [-2.638, -1.624, 2.070], [-4.806, -0.805, 1.702], [-4.379, -0.837, 3.423], [3.972, 1.576, 6.274], [5.340, 2.703, 6.206], [4.478, -0.038, 6.782], [3.247, 1.952, 6.986], [3.523, 1.504, 5.287], [-5.646, -1.839, 6.779], [-5.849, -0.505, 5.640], [-5.351, -1.247, 8.418], [-6.550, -2.436, 6.779], [-4.799, -2.441, 6.466], [-2.191, 1.380, 6.640], [-2.725, 0.322, 5.342], [-3.161, 1.156, 8.111], [-1.154, 1.155, 6.865], [-2.287, 2.411, 6.317], [-3.804, 2.222, 0.792], [-3.520, 0.748, -0.143], [-4.724, 1.915, 2.271], [-2.844, 2.647, 1.068], [-4.360, 2.919, 0.175], [1.718, 1.997, -0.637], [-0.045, 2.180, -0.588], [2.204, 0.297, -0.637], [2.081, 2.456, -1.542], [2.145, 2.480, 0.232], [7.444, -2.230, -0.601], [7.355, -2.060, 1.152], [6.795, -0.806, -1.424], [8.481, -2.358, -0.889], [6.861, -3.095, -0.897], [3.887, -7.924, 0.183], [3.191, -6.307, 0.341], [3.260, -9.038, 1.412], [3.642, -8.320, -0.797], [4.963, -7.855, 0.299], [-5.104, 2.382, -3.445], [-3.638, 2.735, -2.521], [-5.826, 0.836, -2.986], [-5.828, 3.169, -3.263], [-4.847, 2.347, -4.496], [-9.189, 1.229, 6.288], [-9.335, 1.491, 8.032], [-9.699, 2.655, 5.370], [-8.154, 1.012, 6.051], [-9.820, 0.393, 6.008], [5.074, 3.890, -1.885], [5.054, 2.193, -2.387], [3.634, 4.304, -0.950], [5.950, 4.061, -1.269], [5.109, 4.516, -2.769], [6.916, 1.521, -4.171], [7.162, 2.791, -5.375], [7.984, 0.139, -4.447], [7.122, 1.926, -3.187], [5.888, 1.181, -4.227], [-8.854, 0.698, 1.638], [-7.559, 1.338, 0.626], [-8.244, 0.156, 3.209], [-9.594, 1.475, 1.797], [-9.303, -0.149, 1.133], [-2.430, 5.827, -4.884], [-4.021, 5.266, -5.418], [-1.226, 4.540, -4.958], [-2.114, 6.638, -5.530], [-2.508, 6.173, -3.859], [-5.014, -0.705, -6.782], [-5.463, 1.004, -6.763], [-5.804, -1.621, -5.496], [-5.310, -1.124, -7.737], [-3.940, -0.784, -6.656], [10.275, -1.969, -6.051], [11.646, -0.851, -6.087], [10.790, -3.621, -5.685], [9.581, -1.642, -5.287], [9.794, -1.963, -7.023], [12.674, -3.070, -8.927], [11.112, -3.729, -9.432], [13.980, -4.239, -9.159], [12.887, -2.187, -9.521], [12.620, -2.811, -7.876], [-5.696, 1.408, 10.979], [-4.555, 1.149, 12.305], [-7.304, 1.843, 11.576], [-5.328, 2.213, 10.353], [-5.776, 0.493, 10.406], [-6.209, 1.989, -10.604], [-4.705, 2.912, -10.690], [-5.934, 0.342, -10.030], [-6.884, 2.487, -9.916], [-6.648, 1.944, -11.593]],
  "forces_ev_per_a": [[-0.223, -0.647, -0.249], [0.435, 0.089, 0.352], [0.849, 0.113, 0.006], [-2.106, 1.528, 1.349], [0.974, 0.018, -0.031], [1.412, 0.347, 0.174], [-1.020, -0.433, -0.721], [0.792, 0.626, 0.113], [-0.558, -0.404, -0.147], [-0.059, 0.057, 0.060], [-0.062, 0.018, -0.020], [-0.622, -0.210, 0.036], [0.308, 0.312, -0.154], [0.089, 0.059, -0.118], [0.040, -0.058, -0.079], [0.183, -0.059, -0.175], [-0.127, -0.008, 0.075], [-0.496, -0.092, -0.166], [-0.066, -0.114, -0.049], [-0.013, -0.098, 0.063], [-0.219, -0.083, -0.200], [-0.014, 0.059, 0.007], [-0.010, 0.007, 0.020], [0.093, 0.003, 0.054], [0.037, -0.051, 0.006], [0.020, -0.126, -0.081], [-0.381, -0.049, 0.023], [-0.186, -0.342, 0.094], [-0.025, 0.083, 0.033], [0.074, 0.149, -0.004], [0.110, 0.050, -0.216], [0.101, 0.349, 0.084], [0.192, 0.255, 0.080], [-0.060, -0.118, 0.048], [-0.091, -0.024, 0.031], [0.176, -0.008, -0.139], [-0.029, -0.040, 0.383], [0.163, 0.200, 0.200], [0.022, -0.138, 0.055], [-0.078, -0.069, 0.021], [-0.268, -0.484, 0.025], [-0.013, 0.093, -0.087], [0.007, 0.149, -0.051], [-0.119, -0.087, -0.113], [-0.121, -0.123, 0.120], [-0.031, -0.103, -0.001], [0.715, 0.052, -0.009], [-0.065, -0.041, 0.102], [-0.005, 0.094, 0.032], [-0.102, 0.078, 0.041], [-0.059, 0.106, -0.148], [0.171, -1.696, -0.022], [0.042, -0.073, -0.020], [-0.071, -0.027, 0.058], [-0.037, 0.003, 0.104], [-0.048, 0.133, -0.007], [-0.012, 0.376, -0.475], [-0.033, 0.105, 0.031], [0.022, -0.035, 0.083], [0.071, -0.073, 0.026], [0.024, -0.057, -0.011], [0.053, -0.059, -0.009], [-0.025, 0.007, -0.012], [-0.001, 0.105, 0.057], [-0.056, 0.068, 0.015], [-0.036, 0.138, 0.087], [-1.404, 0.687, 1.248], [0.463, 0.615, -0.035], [-0.039, -0.097, 0.062], [-0.077, -0.077, -0.041], [0.656, -0.335, -0.430], [-0.068, 0.097, -0.008], [0.165, -0.024, -0.252], [0.395, -0.232, -0.462], [0.393, -0.129, -0.350], [-0.094, 0.028, -0.046], [-0.222, -0.050, -0.187], [0.019, -0.113, -0.064], [0.094, 0.040, 0.079], [0.094, -0.036, 0.028], [0.098, 0.033, 0.074], [-0.074, 0.068, -0.027], [0.043, 0.042, 0.006], [-0.039, -0.072, -0.068], [-0.053, -0.125, 0.013], [0.064, -0.164, -0.005], [0.031, 0.103, 0.097], [0.021, -0.073, -0.138], [-0.072, 0.046, 0.028], [-0.030, 0.078, 0.091], [-0.140, -0.020, -0.016], [-0.030, 0.056, -0.014], [-0.020, -0.009, 0.006], [0.147, -0.066, 0.011], [0.097, -0.032, -0.022], [0.032, 0.075, 0.043], [-0.040, 0.080, 0.012], [0.036, 0.033, 0.012], [-0.012, -0.073, -0.067], [-0.012, -0.114, 0.003], [0.047, -0.004, -0.100], [0.040, -0.004, -0.031], [-0.048, 0.013, -0.034], [-0.005, 0.023, 0.068], [-0.055, 0.010, 0.077], [-0.069, 0.083, 0.038], [-0.033, 0.042, -0.017], [-0.094, -0.122, -0.280], [0.087, -0.031, 0.070], [0.086, -0.053, -0.008]],
  "total_charge": -1,
  "total_energy_ha": -19268.87257,
  "gap_ha": 0.26032,
  "e_lumo_ev": 1.45
}

=====

(2)
{
  "formula": "C25H44AlNO11",
  "method": "ωB97M-V/def2-TZVPD",
  "species": ["Al", "C", "C", "C", "C", "C", "C", "N", "O", "C", "C", "C", "H", "H", "H", "H", "H", "H", "H", "H", "H", "H", "H", "H", "H", "H", "H", "H", "H", "H", "C", "C", "C", "O", "C", "H", "H", "H", "H", "H", "H", "H", "H", "C", "C", "C", "O", "C", "O", "O", "H", "H", "H", "H", "H", "H", "C", "C", "C", "O", "C", "O", "O", "H", "H", "H", "H", "H", "H", "C", "C", "C", "O", "C", "O", "O", "H", "H", "H", "H", "H", "H"],
  "coordinates": [[5.644, 2.580, -16.081], [9.037, -1.820, -18.534], [8.840, -1.473, -17.052], [9.912, -2.042, -16.108], [11.287, -1.431, -16.280], [11.169, 0.031, -15.979], [10.105, 0.799, -16.864], [8.806, 0.025, -16.834], [7.637, 0.752, -17.339], [10.631, 1.011, -18.290], [10.004, 2.193, -16.143], [7.502, -2.172, -16.624], [10.075, -1.716, -18.852], [8.520, -1.125, -19.196], [8.675, -2.802, -18.838], [10.067, -3.110, -16.258], [9.658, -1.912, -15.055], [11.692, -1.646, -17.269], [11.920, -1.908, -15.532], [12.128, 0.501, -16.196], [11.034, 0.122, -14.901], [11.332, 1.830, -18.444], [9.799, 1.230, -18.960], [11.163, 0.147, -18.688], [9.384, 2.870, -16.732], [10.971, 2.680, -16.017], [9.733, 2.046, -15.098], [7.607, -3.256, -16.583], [6.670, -1.895, -17.270], [7.179, -1.833, -15.640], [3.470, -0.625, -19.219], [2.493, 0.519, -19.430], [2.664, 1.331, -18.135], [3.887, 0.910, -17.532], [3.934, -0.494, -17.753], [4.370, -0.479, -19.817], [3.052, -1.601, -19.467], [1.518, 0.081, -19.647], [2.727, 1.143, -20.292], [1.795, 1.050, -17.540], [2.657, 2.406, -18.314], [3.337, -1.039, -17.021], [4.918, -0.947, -17.629], [11.697, 4.941, -12.508], [10.434, 4.082, -12.632], [9.311, 4.402, -11.680], [8.201, 4.256, -12.458], [8.534, 4.221, -13.761], [7.703, 4.170, -14.662], [9.857, 4.356, -13.911], [12.287, 4.787, -13.411], [12.263, 4.561, -11.658], [11.497, 6.002, -12.364], [10.714, 3.031, -12.562], [9.402, 5.448, -11.385], [9.309, 3.822, -10.757], [3.485, 9.274, -16.584], [4.967, 8.956, -16.254], [5.197, 8.832, -14.722], [5.332, 7.480, -14.567], [5.324, 6.782, -15.750], [5.448, 5.558, -15.882], [5.170, 7.640, -16.735], [3.267, 10.283, -16.232], [2.814, 8.572, -16.089], [3.346, 9.289, -17.664], [5.668, 9.598, -16.788], [4.396, 9.233, -14.101], [6.116, 9.313, -14.389], [2.110, -2.189, -12.077], [3.561, -2.120, -12.367], [4.086, -3.055, -13.458], [4.546, -2.189, -14.488], [4.365, -0.926, -14.162], [4.690, 0.089, -14.759], [3.769, -0.857, -12.967], [1.586, -2.068, -13.025], [1.793, -1.407, -11.387], [1.892, -3.115, -11.544], [4.193, -2.156, -11.480], [3.282, -3.711, -13.790], [4.935, -3.585, -13.026]],
  "forces_ev_per_a": [[0.142, -0.275, -0.051], [0.639, 0.620, -0.668], [-1.333, -0.765, 0.487], [0.832, -0.303, -0.459], [-0.409, -0.288, 0.161], [0.367, 0.393, -1.099], [1.151, 0.611, 1.814], [-3.427, 2.552, -2.056], [4.527, -2.959, 2.078], [-0.255, -0.343, -0.686], [-0.292, -0.869, -0.518], [-0.094, 1.354, 0.235], [0.115, -0.285, 0.134], [-0.336, 0.197, 0.324], [0.113, -0.150, 0.515], [-0.657, -0.175, -0.195], [-0.514, 0.091, -0.013], [0.079, 0.079, -0.026], [0.334, 0.021, -0.171], [0.027, 0.297, 0.013], [-0.548, 0.355, -0.009], [-0.038, 0.203, 0.726], [-0.110, -0.096, 0.012], [-0.201, -0.203, 0.083], [-0.313, 0.026, 0.534], [0.335, -0.324, -0.622], [-0.852, 0.057, -0.217], [0.219, 0.106, -0.227], [0.233, -0.160, -0.266], [0.211, 0.018, 0.197], [0.814, -0.395, 0.175], [0.372, 0.116, -0.541], [-1.078, -0.271, -0.511], [0.079, 0.199, 0.137], [0.002, -0.720, -0.645], [-0.055, -0.096, -0.168], [0.042, 0.021, 0.105], [-0.297, 0.479, 0.558], [0.225, -0.182, -0.080], [0.136, 0.258, 0.735], [0.253, -0.071, 0.238], [-0.632, 0.194, -0.006], [0.263, 0.801, 0.057], [-0.282, -0.796, 0.190], [1.802, 0.704, 0.353], [1.966, 1.138, 1.212], [-2.275, -0.916, -1.103], [-2.095, 0.630, -1.836], [1.859, -0.234, 1.764], [-0.714, -0.545, -0.121], [0.091, 0.119, 0.093], [0.161, 0.172, 0.021], [-0.156, -0.093, -0.094], [-0.067, -0.186, -0.312], [-0.101, 0.221, 0.146], [-0.261, -0.322, -0.300], [1.089, 0.805, 0.023], [-1.875, 0.721, 0.102], [0.560, 1.645, -1.052], [0.104, -3.506, 0.387], [0.367, -2.154, 0.618], [-0.492, 3.297, 0.624], [0.554, -0.725, -0.761], [-0.140, 0.031, 0.107], [0.086, -0.056, -0.103], [-0.125, -0.260, 0.077], [-0.112, 0.096, 0.229], [-0.255, -0.171, -0.241], [0.111, 0.096, -0.108], [-0.500, -0.417, 0.694], [0.429, 0.530, -0.155], [-0.079, -0.323, 1.134], [0.388, -0.640, -1.246], [0.125, 2.418, 0.677], [-0.244, -1.994, 0.245], [0.321, 1.484, -0.070], [-0.341, -0.291, 0.176], [0.167, 0.201, -0.177], [-0.304, -0.247, -0.399], [-0.130, -0.096, 0.111], [0.355, -0.084, -0.401], [-0.055, -0.372, -0.588]],
  "total_charge": 1,
  "total_energy_ha": -2103.54809,
  "multiplicity": 2,
  "gap_ha": [0.34692, 0.33286],
  "e_lumo_ev": [-1.80, -2.75]
}